1.
DFT (wB97M-V/def2-TZVPD) results for a structure of composition C37H31N4O5S2SiZn in a non-equilibrium geometry.

Structure (XYZ):
```
81
C37H31N4O5S2SiZn, DFT wB97M-V/def2-TZVPD
C 2.5368 -3.4475 0.8278
H 2.7183 6.0335 -0.7055
H -0.7723 -1.2775 5.0974
C 3.3888 -4.5799 -1.4974
H -5.9402 3.2426 -1.7111
H 4.5064 1.2737 0.6587
H -0.2236 -1.8318 -7.6559
H 4.4758 -3.9589 1.6307
C -1.2155 -2.8645 -4.1053
N -0.0548 -2.2638 1.4515
C 3.5310 1.6092 1.0169
C 0.2100 -1.3094 -3.0340
C -0.3302 -1.8156 -4.2965
C 4.2576 -4.5604 -0.4114
C 1.0432 3.1006 -0.9695
C -1.5551 -1.4270 3.1008
C -1.2805 1.9748 5.3361
H 0.9752 2.2366 -1.6109
H 1.4651 -3.9359 -2.1821
H -4.8695 4.6921 -0.0226
H 2.5057 4.0614 -2.1993
H -2.3958 -4.4040 -5.0003
H -3.3943 1.8552 5.0107
H 2.7783 -2.9927 2.7708
C -3.1999 1.3780 -1.0291
C -5.0048 2.9447 -1.2538
C 0.0211 -1.4081 -5.5751
C 1.9129 4.1278 -1.2948
C 0.0718 1.8801 3.3552
N 1.7549 -3.3744 -0.2439
H 3.4700 1.4306 2.0941
H -2.7327 0.4418 -1.2989
O -0.4319 0.2608 0.1862
C -4.4018 3.7579 -0.3096
C 0.2711 3.1431 0.1866
C -4.4024 1.7488 -1.6073
C -1.2369 -1.7757 1.8008
H -1.9374 -1.6548 0.9880
H 3.3683 2.6587 0.7880
C -0.0339 1.9798 4.7320
C -0.4932 -2.1134 -6.6484
H 0.6986 -0.5775 -5.6942
C -1.3457 -3.1923 -6.4505
H 3.6571 -5.0629 -2.4218
C 1.2574 5.3018 0.6836
C 2.1677 -3.9529 -1.3650
O -2.6100 -2.8092 -1.8055
H 1.4366 -2.2188 4.4585
C 2.0271 5.2327 -0.4659
H -0.1892 4.3318 1.9077
H 1.0477 1.8943 2.8898
C -0.5765 -1.5733 4.0764
C 3.8283 -3.9961 0.7672
H -2.7423 4.0149 1.0060
O 2.4985 0.8936 0.3544
S -1.3029 -3.1125 -2.3174
N 2.0643 -3.0477 2.0573
C -3.2007 3.3770 0.2617
H 0.8565 2.0760 5.3411
H 5.2468 -4.9936 -0.4837
C 0.8713 -2.4506 2.3877
Si -0.8795 1.6827 0.6369
C 2.5522 -0.4447 0.3962
C 0.6480 -2.1032 3.7280
O -0.8110 -4.4376 -2.0375
H -4.8746 1.1051 -2.3377
H -1.7070 -3.7458 -7.3058
S 1.3360 -0.1023 -2.9881
C -2.2917 1.7646 3.1723
C -1.7284 -3.5718 -5.1682
Zn 0.7952 -1.2078 -0.3083
H -1.3728 2.0693 6.4120
N -0.2039 -1.9393 -1.9523
H -2.5188 -1.0045 3.3345
C -2.5752 2.1842 -0.0852
H 1.3341 6.1646 1.3367
C 0.3952 4.2653 0.9991
O 3.5024 -0.9861 0.9579
H -3.1802 1.6921 2.5600
C -2.4136 1.8587 4.5490
C -1.0526 1.7853 2.5438
```

Values from the calculation:
Highest occupied orbital energy: -4.9 eV
Energy: -133041.88498 eV
HOMO-LUMO gap: 7.27 eV
Net charge: -1
Multiplicity: 1
LUMO energy: 2.35 eV


2.
DFT (wB97M-V/def2-TZVPD) results for a structure of composition C37H32BrCaClN5O5PS.

Structure (XYZ):
```
84
C37H32BrCaClN5O5PS, DFT wB97M-V/def2-TZVPD
C -4.7896 -0.9231 2.7962
H -4.2894 -2.4884 -0.1653
H 1.1507 3.0094 -0.5018
C -0.8466 2.1893 5.4763
H -5.7467 -1.8925 -4.0948
H -0.0181 -1.5733 5.3665
N 1.2650 0.5687 -2.1963
C -5.2596 -1.2602 -3.3614
H 2.6072 1.0650 -5.1000
C -5.9885 -0.3816 -2.6158
C 3.2879 0.2644 -3.1339
C 3.7166 2.7700 -0.4235
C 4.9818 3.9177 -3.8897
H -1.0761 3.2457 5.4852
H 4.5309 4.7580 -5.8196
C -1.1099 -1.5836 -2.8329
H -0.0328 -1.7211 -2.7388
C -5.0905 -1.5652 1.6046
C -3.1668 -0.5641 -2.2475
C -3.8560 -1.3716 -3.1976
C 2.4919 0.1256 -1.9740
Br -3.2000 1.4536 -0.1797
H 1.7074 -5.7692 3.7464
C 0.0449 -2.3695 2.9714
O 3.9549 -0.7333 -0.3296
H -1.1911 -3.1131 -4.3713
H 1.9377 -1.8157 2.1204
C 1.3789 -2.5885 2.6345
H 2.6557 2.1218 1.1428
H 4.8973 -0.7166 -1.6257
H 5.4310 3.0072 -4.2954
H 0.3816 1.2991 -3.8645
H -0.1557 3.4009 0.2986
C 4.7254 -0.0012 -3.4122
O 1.8029 -0.4248 0.1962
H -1.7332 -3.2277 3.8255
C -0.9130 1.4842 4.2868
Ca -0.3192 0.3829 -0.2956
H -5.9102 1.1332 -1.0638
C -0.1833 0.1707 6.5912
C 1.2432 -4.8152 3.5316
S 5.2030 2.7895 -1.3016
O 5.2000 0.2901 -4.4869
H -3.6293 -2.9142 -4.6920
C 1.9761 -3.8097 2.9206
C -2.4355 -1.1241 2.3296
O 5.4220 -0.6194 -2.4774
C -2.7473 -1.7793 1.1362
P -0.6683 -0.7387 2.5958
C 4.3235 3.5679 -2.5930
Cl -1.3721 2.3660 2.8514
H 4.2068 1.4784 1.0477
C -0.6903 -3.3883 3.5785
C -1.7634 -2.4011 -3.7871
H -5.5867 -0.5845 3.4459
C -3.4672 -0.7024 3.1599
H 3.1977 3.8363 -5.1135
N 3.6096 2.2649 0.8382
H 0.1091 -0.3524 7.4917
H 3.0106 -3.9755 2.6496
C -3.9940 0.3275 -1.5128
H 3.5643 5.4411 -4.5020
C -0.4801 1.5243 6.6353
C -4.0655 -2.0001 0.7747
N 1.2435 0.9586 -3.4706
C -1.7524 -0.6535 -2.0373
C -5.3428 0.4357 -1.6644
C -0.6359 0.1204 4.2104
C 2.7876 -0.3946 -0.5911
C 2.4301 0.8014 -4.0714
H -0.4221 2.0689 7.5682
O 0.3440 2.6494 -0.0327
C -3.1102 -2.2972 -3.9677
H -7.0598 -0.3009 -2.7456
H -3.2462 -0.1934 4.0900
C -0.2587 -0.5189 5.3913
H 5.8046 4.6098 -3.6907
N 2.7241 3.3021 -1.0778
N 3.0820 3.7576 -2.3218
C -0.0921 -4.6061 3.8574
H -0.6672 -5.3947 4.3253
H -6.1221 -1.7220 1.3169
C 4.0106 4.5269 -4.8909
H -1.9569 -2.1136 0.4700
```

Values from the calculation:
Relative energy (zero: lowest compared OMol25 entry of this formula, charge and spin): 2.6 kJ/mol
Highest occupied orbital energy: -7.8 eV
Energy: -177709.16431 eV
HOMO-LUMO gap: 8.09 eV
Net charge: 0
Multiplicity: 1
LUMO energy: 0.32 eV


The highest energy belongs to which entry?
C37H31N4O5S2SiZn


Look up the multiplicity of the second one.
1


net charge of number 1 (C37H31N4O5S2SiZn)?
-1


Repeat the second record exactly.
DFT (wB97M-V/def2-TZVPD) results for a structure of composition C37H32BrCaClN5O5PS.

Structure (XYZ):
```
84
C37H32BrCaClN5O5PS, DFT wB97M-V/def2-TZVPD
C -4.7896 -0.9231 2.7962
H -4.2894 -2.4884 -0.1653
H 1.1507 3.0094 -0.5018
C -0.8466 2.1893 5.4763
H -5.7467 -1.8925 -4.0948
H -0.0181 -1.5733 5.3665
N 1.2650 0.5687 -2.1963
C -5.2596 -1.2602 -3.3614
H 2.6072 1.0650 -5.1000
C -5.9885 -0.3816 -2.6158
C 3.2879 0.2644 -3.1339
C 3.7166 2.7700 -0.4235
C 4.9818 3.9177 -3.8897
H -1.0761 3.2457 5.4852
H 4.5309 4.7580 -5.8196
C -1.1099 -1.5836 -2.8329
H -0.0328 -1.7211 -2.7388
C -5.0905 -1.5652 1.6046
C -3.1668 -0.5641 -2.2475
C -3.8560 -1.3716 -3.1976
C 2.4919 0.1256 -1.9740
Br -3.2000 1.4536 -0.1797
H 1.7074 -5.7692 3.7464
C 0.0449 -2.3695 2.9714
O 3.9549 -0.7333 -0.3296
H -1.1911 -3.1131 -4.3713
H 1.9377 -1.8157 2.1204
C 1.3789 -2.5885 2.6345
H 2.6557 2.1218 1.1428
H 4.8973 -0.7166 -1.6257
H 5.4310 3.0072 -4.2954
H 0.3816 1.2991 -3.8645
H -0.1557 3.4009 0.2986
C 4.7254 -0.0012 -3.4122
O 1.8029 -0.4248 0.1962
H -1.7332 -3.2277 3.8255
C -0.9130 1.4842 4.2868
Ca -0.3192 0.3829 -0.2956
H -5.9102 1.1332 -1.0638
C -0.1833 0.1707 6.5912
C 1.2432 -4.8152 3.5316
S 5.2030 2.7895 -1.3016
O 5.2000 0.2901 -4.4869
H -3.6293 -2.9142 -4.6920
C 1.9761 -3.8097 2.9206
C -2.4355 -1.1241 2.3296
O 5.4220 -0.6194 -2.4774
C -2.7473 -1.7793 1.1362
P -0.6683 -0.7387 2.5958
C 4.3235 3.5679 -2.5930
Cl -1.3721 2.3660 2.8514
H 4.2068 1.4784 1.0477
C -0.6903 -3.3883 3.5785
C -1.7634 -2.4011 -3.7871
H -5.5867 -0.5845 3.4459
C -3.4672 -0.7024 3.1599
H 3.1977 3.8363 -5.1135
N 3.6096 2.2649 0.8382
H 0.1091 -0.3524 7.4917
H 3.0106 -3.9755 2.6496
C -3.9940 0.3275 -1.5128
H 3.5643 5.4411 -4.5020
C -0.4801 1.5243 6.6353
C -4.0655 -2.0001 0.7747
N 1.2435 0.9586 -3.4706
C -1.7524 -0.6535 -2.0373
C -5.3428 0.4357 -1.6644
C -0.6359 0.1204 4.2104
C 2.7876 -0.3946 -0.5911
C 2.4301 0.8014 -4.0714
H -0.4221 2.0689 7.5682
O 0.3440 2.6494 -0.0327
C -3.1102 -2.2972 -3.9677
H -7.0598 -0.3009 -2.7456
H -3.2462 -0.1934 4.0900
C -0.2587 -0.5189 5.3913
H 5.8046 4.6098 -3.6907
N 2.7241 3.3021 -1.0778
N 3.0820 3.7576 -2.3218
C -0.0921 -4.6061 3.8574
H -0.6672 -5.3947 4.3253
H -6.1221 -1.7220 1.3169
C 4.0106 4.5269 -4.8909
H -1.9569 -2.1136 0.4700
```

Values from the calculation:
Relative energy (zero: lowest compared OMol25 entry of this formula, charge and spin): 2.6 kJ/mol
Highest occupied orbital energy: -7.8 eV
Energy: -177709.16431 eV
HOMO-LUMO gap: 8.09 eV
Net charge: 0
Multiplicity: 1
LUMO energy: 0.32 eV